(1)
Molecular formula: C3H6N2OS
Method: DFT, wB97M-V/def2-TZVPD

Last column: natural (NBO) charge in e.
Cartesian coordinates (Å):
C  1.028  -0.432  0.831  -0.17
C  0.630  0.863  0.257  0.08
C  -1.800  0.153  -0.559  0.29
H  1.788  -1.394  -0.640  0.47
H  0.258  -0.817  1.407  0.21
H  2.017  -0.304  1.353  0.22
H  -0.885  2.102  -0.316  0.41
H  -2.753  0.694  -0.990  0.19
H  -0.744  -1.401  -0.419  0.38
N  -0.666  1.125  -0.156  -0.64
N  -1.673  -1.052  -0.576  -0.64
O  1.055  -1.590  -0.130  -0.71
S  1.745  2.052  -0.063  -0.10

Cartesian forces (eV/Å) of the 3 atoms listed first:
1.355 -1.854 -0.847
-0.729 2.087 -2.269
0.623 4.394 -0.092

Properties
Energy above the lowest of the compared OMol25 structures with the same formula, charge and spin ... 63.0 kcal/mol
Total charge ... 0
SMILES ... [H]/N=C\NC(=S)CO
HOMO-LUMO gap ... 8.448 eV

=====

(2)
Molecular formula: C18H11Cl2N3O2S2
Method: DFT, wB97M-V/def2-TZVPD

Last column: natural (NBO) charge in e.
Cartesian coordinates (Å):
O  -4.711  -0.261  -2.554  -0.61
Cl  3.095  -5.063  0.577  0.09
Cl  0.463  -4.031  2.362  -0.01
N  -1.200  0.934  -2.549  -0.24
N  -1.046  1.509  -1.412  -0.25
O  -4.209  -0.286  -4.737  -0.65
S  1.012  0.349  1.928  0.35
S  -1.278  -1.598  -3.653  0.24
C  -3.988  -0.695  -3.510  0.75
C  -1.055  -0.386  -2.343  0.14
C  -0.502  0.652  -0.578  0.31
C  0.103  1.218  0.677  -0.22
C  0.220  2.573  0.941  -0.17
C  2.320  3.206  4.442  -0.21
C  1.690  4.308  3.892  -0.22
C  2.203  -3.269  -1.336  -0.19
C  2.197  1.928  3.974  -0.21
C  0.942  4.169  2.770  -0.16
C  1.465  -2.109  -1.713  -0.20
C  0.181  -2.389  0.272  -0.23
C  2.031  -3.932  -0.048  -0.11
C  0.953  -3.468  0.705  0.02
C  1.431  1.856  2.767  -0.13
C  0.924  2.955  2.198  -0.13
C  0.445  -1.696  -0.827  0.14
N  -0.424  -0.613  -1.142  -0.38
C  -3.125  -1.884  -3.254  -0.60
H  -4.913  0.377  -4.672  0.51
H  -0.167  3.360  0.276  0.24
H  2.829  3.403  5.378  0.21
H  1.765  5.198  4.511  0.22
H  2.958  -3.785  -1.954  0.24
H  2.795  1.049  4.265  0.23
H  0.344  4.967  2.223  0.22
H  1.652  -1.521  -2.631  0.25
H  -0.636  -2.074  0.850  0.24
H  -3.308  -2.206  -2.178  0.26
H  -3.453  -2.745  -3.916  0.26

Cartesian forces (eV/Å) of the 3 atoms listed first:
2.613 -1.051 -2.950
0.631 -0.837 -0.035
0.856 0.083 -1.639

Properties
Total charge ... 0
SMILES ... O=C(O)CSc1nnc(-c2cc3ccccc3s2)n1-c1ccc(Cl)c(Cl)c1
HOMO-LUMO gap ... 8.176 eV

=====

(3)
Molecular formula: C29H22FI2N6O4RuS2
Method: DFT, wB97M-V/def2-TZVPD

Last column: natural (NBO) charge in e.
Cartesian coordinates (Å):
Ru  -1.940  0.096  2.713  0.95
C  5.401  0.277  0.354  -0.62
C  4.180  1.178  0.427  -0.21
N  2.961  0.448  0.811  -0.34
C  2.473  0.596  2.049  0.18
C  1.295  0.047  2.480  -0.31
C  0.788  0.471  3.825  0.78
O  1.543  0.726  4.728  -0.57
O  -0.525  0.647  3.926  -0.64
C  0.556  -0.777  1.608  0.51
O  -0.579  -1.255  1.884  -0.64
C  1.127  -1.024  0.297  -0.08
C  0.402  -1.802  -0.618  -0.25
C  0.825  -1.864  -1.908  0.42
F  0.144  -2.590  -2.810  -0.32
C  1.950  -1.149  -2.353  0.08
C  2.684  -0.422  -1.450  -0.23
C  2.286  -0.348  -0.104  0.25
N  2.291  -1.098  -3.745  -0.48
C  1.267  -0.458  -4.575  -0.26
C  1.973  0.093  -5.815  -0.22
N  3.196  -0.756  -6.071  -0.49
C  2.897  -2.206  -5.820  -0.23
C  2.702  -2.388  -4.312  -0.24
H  6.274  0.866  0.073  0.23
H  5.278  -0.522  -0.377  0.21
H  5.598  -0.181  1.323  0.23
H  3.978  1.698  -0.509  0.22
H  4.325  1.949  1.180  0.23
H  3.037  1.229  2.722  0.25
H  -0.507  -2.294  -0.299  0.28
H  3.528  0.139  -1.819  0.24
H  0.819  0.368  -4.026  0.26
H  0.449  -1.135  -4.841  0.22
H  2.323  1.113  -5.671  0.23
H  1.349  0.045  -6.706  0.23
H  3.918  -0.462  -5.411  0.44
H  3.547  -0.606  -7.015  0.44
H  3.717  -2.807  -6.204  0.24
H  1.997  -2.432  -6.388  0.23
H  3.638  -2.687  -3.838  0.22
H  1.969  -3.183  -4.153  0.23
I  -5.512  -3.570  3.276  0.22
C  -5.508  -1.577  3.837  -0.19
C  -6.627  -1.025  4.502  -0.23
C  -6.653  0.284  4.897  -0.14
I  -8.342  1.005  5.879  0.20
C  -5.540  1.133  4.641  -0.14
C  -5.417  2.490  5.004  -0.09
C  -4.269  3.175  4.710  -0.26
C  -3.228  2.529  4.027  0.11
N  -3.322  1.270  3.660  -0.39
C  -4.448  0.563  3.970  0.18
C  -4.416  -0.793  3.576  0.23
O  -3.300  -1.229  2.970  -0.57
H  -7.475  -1.665  4.701  0.25
H  -6.231  2.979  5.523  0.24
H  -4.149  4.210  4.991  0.24
H  -2.310  3.043  3.778  0.23
S  -1.071  1.930  1.499  0.10
C  -1.600  1.159  0.056  -0.22
S  -2.798  0.022  0.502  0.17
C  -1.040  1.333  -1.190  -0.48
C  -1.477  0.592  -2.323  0.31
N  -1.780  -0.032  -3.243  -0.36
C  0.172  2.065  -1.342  0.32
N  1.202  2.571  -1.463  -0.38

Cartesian forces (eV/Å) of the 3 atoms listed first:
0.140 -0.102 0.209
0.005 0.005 -0.001
0.009 0.003 0.006

Properties
Energy above the lowest of the compared OMol25 structures with the same formula, charge and spin ... 0.0 kcal/mol
Total charge ... +1
HOMO-LUMO gap ... 6.310 eV

=====

(4)
Molecular formula: C34H59ClMnN2O2Si
Method: DFT, wB97M-V/def2-TZVPD

Last column: Löwdin spin population.
Cartesian coordinates (Å):
O  1.598  -2.254  -1.492  0.00
O  0.877  -1.018  -3.361  0.00
C  2.948  -2.507  -0.952  0.00
C  3.205  -3.923  -0.525  0.00
H  3.112  -1.793  -0.136  0.00
H  3.615  -2.188  -1.761  0.00
H  2.748  -4.159  0.442  0.00
H  4.281  -4.065  -0.441  0.00
H  2.825  -4.612  -1.285  0.00
C  0.549  -3.130  -0.982  0.00
C  0.167  -4.135  -2.031  0.00
H  -0.254  -2.442  -0.709  0.00
H  0.873  -3.605  -0.053  0.00
H  -0.067  -3.637  -2.982  0.00
H  -0.709  -4.705  -1.700  0.00
H  1.008  -4.823  -2.195  0.00
C  -0.470  -0.643  -3.821  0.00
C  1.935  -0.981  -4.437  0.00
C  -1.557  -0.951  -2.827  0.00
H  -0.648  -1.173  -4.767  0.00
H  -0.399  0.448  -3.992  0.00
H  -1.707  -2.025  -2.647  0.00
H  -2.500  -0.570  -3.244  0.00
H  -1.414  -0.439  -1.863  0.00
C  1.944  -2.347  -5.055  0.00
H  2.870  -0.704  -3.944  0.00
H  1.586  -0.172  -5.112  0.00
H  2.069  -3.114  -4.276  0.00
H  2.755  -2.439  -5.781  0.00
H  1.004  -2.535  -5.587  0.00
H  1.065  -1.844  -2.777  0.00
N  -0.705  -0.273  2.810  0.05
C  -1.583  0.116  3.754  0.02
C  -2.366  1.274  3.644  0.02
C  -2.530  2.104  2.531  0.02
C  -1.747  -0.744  4.977  0.00
H  -0.784  -1.069  5.399  0.00
H  -2.355  -1.640  4.781  0.00
H  -2.261  -0.164  5.755  0.00
C  -3.649  3.100  2.494  0.00
H  -4.380  2.885  1.703  0.00
H  -3.281  4.126  2.345  0.00
H  -4.175  3.060  3.455  0.00
N  -1.691  2.080  1.489  0.06
C  -0.247  -1.627  2.723  0.01
C  1.041  -1.983  3.175  0.01
C  1.946  -0.980  3.808  0.00
C  1.462  -3.307  3.034  0.00
H  2.479  -3.580  3.333  0.00
C  0.591  -4.289  2.556  0.01
H  0.920  -5.330  2.469  0.00
C  -0.709  -3.942  2.189  0.00
H  -1.409  -4.706  1.842  0.00
C  -1.130  -2.615  2.236  0.00
C  -2.522  -2.274  1.811  0.00
C  -1.954  2.772  0.265  0.01
C  -1.382  4.040  0.040  0.01
C  -0.729  4.795  1.155  0.00
C  -1.454  4.585  -1.244  0.00
H  -0.991  5.558  -1.425  0.00
C  -2.095  3.902  -2.280  0.01
H  -2.115  4.325  -3.288  0.00
C  -2.753  2.701  -2.010  0.00
H  -3.304  2.180  -2.794  0.00
C  -2.757  2.162  -0.725  0.01
C  -3.585  0.954  -0.418  0.00
Mn  0.053  1.234  1.751  3.80
H  2.627  -0.528  3.075  0.00
H  2.571  -1.466  4.568  0.00
H  1.399  -0.173  4.301  0.00
H  -2.588  -1.283  1.345  0.00
H  -3.224  -2.302  2.659  0.00
H  -2.872  -3.021  1.084  0.00
H  -0.132  5.624  0.748  0.00
H  -0.070  4.155  1.765  0.00
H  -1.477  5.230  1.840  0.00
H  -4.308  1.142  0.387  0.00
H  -2.969  0.088  -0.138  0.00
H  -4.155  0.676  -1.315  0.00
H  -3.021  1.489  4.488  0.00
C  0.766  1.077  0.052  0.00
Si  1.867  2.039  -1.152  0.02
H  -0.050  0.749  -0.670  0.01
H  1.365  0.148  0.196  0.02
C  3.466  1.119  -1.562  0.00
C  2.264  3.613  -0.267  0.00
C  0.970  2.431  -2.749  0.00
H  1.183  3.475  -3.007  0.00
H  -0.115  2.337  -2.650  0.00
H  1.308  1.811  -3.591  0.00
H  4.181  1.238  -0.735  0.00
H  3.906  1.568  -2.464  0.00
H  3.294  0.045  -1.742  0.00
H  2.801  3.406  0.677  0.00
H  1.324  4.135  -0.030  0.00
H  2.892  4.263  -0.900  0.00
Cl  0.627  2.469  4.474  -0.03
C  1.303  2.337  2.852  -0.07
H  2.258  1.813  2.940  0.01
H  1.451  3.349  2.475  0.00

Cartesian forces (eV/Å) of the 3 atoms listed first:
0.431 -1.414 0.826
0.299 0.852 -1.239
-0.278 0.920 -0.467

Properties
Energy above the lowest of the compared OMol25 structures with the same formula, charge and spin ... 3.4 kcal/mol
Total charge ... +1
HOMO-LUMO gap (spin up / spin down) ... 7.348 / 8.352 eV
Multiplicity ... 5

=====

(5)
Molecular formula: C18H48NO23S6V
Method: DFT, wB97M-V/def2-TZVPD

Last column: Mulliken charge in e.
Cartesian coordinates (Å):
O  -0.784  0.058  3.061  -0.47
V  0.257  -0.241  1.866  0.99
O  0.462  -1.806  1.832  -0.56
N  2.903  -0.355  3.907  0.59
O  3.118  0.398  4.854  -0.63
O  2.254  0.011  2.919  -0.18
O  3.319  -1.492  3.961  -0.56
O  3.261  -5.384  -1.812  -0.63
S  2.141  -4.770  -1.123  1.09
O  1.159  -5.530  -0.284  -0.60
O  2.791  -3.579  -0.167  -0.13
C  3.042  -3.849  1.212  0.10
C  4.405  -4.545  1.311  -1.18
C  1.135  -3.576  -2.196  -0.32
H  2.219  -4.378  1.692  0.31
H  2.957  -2.823  1.571  -0.10
H  4.757  -4.735  2.325  0.39
H  5.140  -3.998  0.721  0.27
H  4.285  -5.524  0.846  0.33
H  0.557  -4.203  -2.875  0.57
H  1.847  -2.883  -2.644  -0.18
H  0.419  -2.989  -1.622  -0.10
O  -1.371  -0.364  0.130  -0.14
S  -1.693  0.174  -1.203  -0.12
O  -0.966  1.348  -1.669  -0.58
O  -1.513  -1.028  -2.306  0.59
C  -1.663  -0.728  -3.734  -0.47
C  -0.764  -1.684  -4.458  -1.00
C  -3.467  0.460  -1.427  -0.63
H  -1.542  0.317  -4.020  0.53
H  -2.729  -0.802  -3.947  0.32
H  -0.714  -1.288  -5.472  0.42
H  -1.008  -2.746  -4.407  0.25
H  0.291  -1.683  -4.181  -0.03
H  -3.614  0.633  -2.493  0.42
H  -3.725  1.291  -0.769  0.04
H  -3.860  -0.463  -1.001  0.16
O  2.724  3.289  1.102  -0.74
S  1.276  3.235  1.112  0.72
O  0.562  1.942  1.352  0.30
O  0.769  4.350  2.269  -0.07
C  1.449  5.594  2.349  -0.48
C  0.477  6.828  2.444  -1.03
C  0.609  4.079  -0.427  -0.60
H  2.256  5.748  1.633  0.46
H  1.953  5.612  3.315  0.37
H  -0.361  6.741  3.136  0.25
H  -0.053  6.893  1.493  0.23
H  1.019  7.736  2.710  0.41
H  0.676  5.143  -0.198  0.48
H  -0.409  3.703  -0.528  -0.09
H  1.199  3.768  -1.288  0.39
O  2.281  1.720  -1.621  -0.65
S  2.423  0.404  -0.986  0.98
O  1.382  -0.153  -0.118  0.42
O  2.850  -0.694  -2.120  0.20
C  3.659  -0.244  -3.178  -0.58
C  2.815  -0.208  -4.472  -1.07
C  3.942  0.406  0.032  -0.97
H  4.582  -0.782  -3.395  0.42
H  4.061  0.763  -3.070  0.44
H  2.757  -1.296  -4.515  0.29
H  3.379  0.195  -5.313  0.41
H  1.841  0.279  -4.429  0.17
H  4.765  0.684  -0.627  0.45
H  4.082  -0.576  0.483  0.12
H  3.715  1.012  0.909  0.24
O  -2.987  -2.415  1.872  -0.47
S  -3.180  -3.611  1.072  1.07
O  -4.177  -4.601  1.422  -0.64
O  -3.399  -3.248  -0.531  -0.19
C  -4.015  -4.206  -1.361  -0.30
C  -3.723  -3.937  -2.786  -0.89
C  -1.520  -4.594  0.862  -0.54
H  -5.101  -4.229  -1.264  0.23
H  -3.641  -5.209  -1.160  0.42
H  -4.059  -2.988  -3.202  0.26
H  -3.997  -4.798  -3.396  0.41
H  -2.636  -3.917  -2.871  0.03
H  -0.757  -3.838  1.046  -0.16
H  -1.391  -5.004  -0.140  0.31
H  -1.391  -5.304  1.679  0.48
O  -2.072  2.584  0.895  -0.36
S  -3.212  3.395  1.272  1.06
O  -4.513  3.083  0.657  -0.76
O  -3.344  3.319  2.948  -0.46
C  -2.245  3.651  3.705  0.71
C  -2.638  3.364  5.178  -1.62
C  -2.739  5.095  1.024  -0.73
H  -2.018  4.710  3.584  0.09
H  -1.444  2.933  3.530  -0.08
H  -2.998  2.354  5.378  0.36
H  -3.387  4.083  5.510  0.40
H  -1.736  3.419  5.786  0.42
H  -3.306  5.853  1.566  0.43
H  -2.626  5.240  -0.050  0.40
H  -1.737  5.403  1.324  -0.17

Cartesian forces (eV/Å) of the 3 atoms listed first:
1.551 -0.385 -1.995
-0.284 -0.875 2.521
-0.508 0.845 -0.062

Properties
Total charge ... 0
HOMO-LUMO gap ... 8.084 eV

=====

(6)
Molecular formula: C3H8O2
Method: DFT, wB97M-V/def2-TZVPD

Last column: natural (NBO) charge in e.
Cartesian coordinates (Å):
C  -0.285  0.451  1.684  -0.25
O  0.774  0.152  0.802  -0.55
C  0.552  0.582  -0.529  -0.09
C  0.164  -0.604  -1.397  -0.09
O  -0.998  -1.255  -0.922  -0.72
H  0.022  0.104  2.674  0.19
H  -0.483  1.533  1.733  0.17
H  -1.221  -0.050  1.398  0.17
H  -0.231  1.354  -0.567  0.17
H  1.486  1.021  -0.902  0.19
H  -0.052  -0.271  -2.418  0.18
H  1.013  -1.303  -1.443  0.16
H  -0.741  -1.713  -0.113  0.47

Cartesian forces (eV/Å) of the 3 atoms listed first:
-0.245 0.053 0.267
0.035 0.045 -0.023
-0.035 0.030 -0.213

Properties
Energy above the lowest of the compared OMol25 structures with the same formula, charge and spin ... 29.6 kcal/mol
Total charge ... 0
SMILES ... COCCO
HOMO-LUMO gap ... 10.699 eV